Entry 1:
C23H18BrN8O5RuS2 | ωB97M-V/def2-TZVPD

Its spin multiplicity is 2. For the total energy, the calculation gives -140598.6593 eV. The value obtained for the HOMO energy (spin up / spin down) is -0.295 / -0.293 Eh. The value obtained for the molecular weight is 731.6 u. Its net charge is 0. Its LUMO energy (spin up / spin down) is -0.032 / -0.058 Eh.

```
58
C23H18BrN8O5RuS2, DFT ωB97M-V/def2-TZVPD
Ru 1.246 1.112 -0.396
Br -2.676 -3.308 3.609
C -3.592 -2.212 2.359
C -4.547 -2.771 1.527
C -5.188 -1.956 0.608
C -4.843 -0.615 0.481
C -3.907 -0.063 1.354
C -3.292 -0.860 2.303
N -5.607 0.123 -0.484
N -5.189 1.134 -1.063
C -3.807 1.464 -1.147
C -3.498 2.802 -1.070
C -2.179 3.275 -1.005
C -1.120 2.391 -1.050
O 0.153 2.709 -0.941
C -1.441 1.007 -1.260
N -0.360 0.179 -1.350
C -0.526 -1.096 -1.603
C -1.803 -1.638 -1.823
C -2.903 -0.840 -1.689
C -2.752 0.527 -1.349
H -4.797 -3.819 1.604
H -5.959 -2.355 -0.039
H -3.662 0.989 1.320
H -2.577 -0.423 2.986
H -4.324 3.499 -1.002
H -1.977 4.333 -0.908
H 0.368 -1.705 -1.636
H -1.900 -2.683 -2.083
H -3.889 -1.251 -1.850
O 6.379 -1.172 -1.600
C 6.236 -0.018 -2.237
O 7.143 0.524 -2.812
C 4.875 0.591 -2.233
C 4.563 1.753 -2.910
N 3.267 2.012 -2.681
N 2.707 1.075 -1.915
C 3.675 0.219 -1.609
C 3.325 -0.833 -0.608
O 4.108 -1.735 -0.336
O 2.149 -0.691 -0.085
H 5.552 -1.451 -1.133
H 5.186 2.387 -3.516
H 2.706 2.777 -3.017
S 4.343 4.294 1.095
C 3.348 3.074 0.804
N 2.637 2.158 0.595
C 1.330 -2.547 3.079
N 0.502 -1.463 2.580
C 0.940 -0.232 2.383
N 2.152 0.113 2.798
S -0.089 0.942 1.624
H 0.719 -3.443 3.143
H 1.701 -2.315 4.078
H 2.167 -2.732 2.402
H -0.399 -1.674 2.181
H 2.840 -0.585 3.027
H 2.486 1.023 2.501
```

Quick look at the Löwdin charges, all values in e: Ru 1.182; Br 0.750; C -0.684; C -0.117; C -0.030; C -0.281; C -0.019; C -0.134; N 0.069; N 0.080; C -0.244; C -0.010; C 0.013; C -0.384; O -0.225; C -0.193; N -0.040; C -0.092; C -0.019; C 0.013; C -0.106; H 0.103; H 0.119; H 0.122; H 0.088; H 0.120; H 0.121; H 0.117; H 0.112; H 0.117; O 0.134; C -0.494; O 0.114; C -0.035; C 0.031; N 0.069; N -0.029; C -0.139; C -0.524; O 0.075; O -0.177; H 0.062; H 0.148; H 0.177; S 0.564; C -0.950; N -0.116; C -0.051; N -0.021; C -0.805; N 0.151; S 0.720; H 0.077; H 0.095; H 0.095; H 0.093; H 0.112; H 0.073

=====

Entry 2:
C23H18Co2N2O8S | ωB97M-V/def2-TZVPD

For the total energy, the calculation gives -129586.4364 eV. The value obtained for the HOMO energy is 0.016 Eh. The value obtained for the molecular weight is 600.3 u. Its net charge is -2. Its LUMO energy is 0.158 Eh.

```
54
C23H18Co2N2O8S, DFT ωB97M-V/def2-TZVPD
O 1.264 -1.207 -1.984
C 0.153 -1.525 -1.882
Co -1.539 -2.031 -1.814
C -1.845 -2.987 -3.228
O -2.011 -3.647 -4.164
C -1.836 -3.155 -0.471
O -2.169 -3.774 0.448
C -1.159 1.436 -1.979
C -0.612 1.332 -3.296
C 0.726 1.725 -3.525
C 1.276 1.593 -4.796
C 0.494 1.102 -5.851
C -0.845 0.748 -5.640
C -1.398 0.862 -4.368
C -1.728 0.733 -1.003
C -2.108 -0.586 -0.591
Co -1.459 2.447 -0.541
C 0.047 2.533 0.482
O 1.060 2.688 1.018
C -2.678 2.515 0.722
O -3.495 2.605 1.533
C -1.471 4.049 -1.255
O -1.457 5.124 -1.679
H 1.307 2.112 -2.685
H 2.325 1.856 -4.948
H 0.943 0.976 -6.838
H -1.460 0.365 -6.457
H -2.438 0.592 -4.172
H -1.550 -0.907 0.555
H -3.206 -0.720 -0.459
C 0.498 1.319 4.894
C -0.473 0.196 4.665
N -0.181 -0.570 3.399
C -0.561 0.088 2.234
O -0.972 1.262 2.297
C -0.444 -0.630 0.942
C 0.397 -1.833 1.091
O 0.446 -2.757 0.255
N 1.302 -1.837 2.147
C 2.619 -2.525 1.966
C 3.707 -1.484 1.979
C 0.977 -1.352 3.398
S 1.929 -1.633 4.738
H 0.179 1.888 5.773
H 1.514 0.940 5.066
H 0.501 1.994 4.031
H -0.403 -0.560 5.451
H -1.491 0.575 4.556
H 0.066 0.034 0.229
H 2.723 -3.220 2.800
H 2.574 -3.061 1.020
H 4.601 -1.897 1.501
H 3.413 -0.585 1.425
H 3.948 -1.205 3.012
```

Quick look at the Löwdin charges, all values in e: O 0.108; C -0.141; Co 0.127; C -0.210; O 0.043; C -0.176; O 0.098; C -0.211; C -0.231; C -0.043; C -0.116; C -0.140; C -0.117; C -0.046; C -0.292; C -0.214; Co 0.020; C -0.151; O 0.074; C -0.184; O 0.064; C -0.203; O 0.032; H 0.114; H 0.087; H 0.077; H 0.087; H 0.114; H 0.039; H 0.078; C -0.114; C -0.226; N 0.004; C -0.368; O -0.020; C -0.080; C -0.357; O -0.020; N -0.010; C -0.221; C -0.110; C -0.684; S 0.657; H 0.070; H 0.025; H 0.073; H 0.077; H 0.118; H 0.126; H 0.077; H 0.111; H 0.067; H 0.088; H 0.029

=====

Entry 3:
C23H18N4OPd | ωB97M-V/def2-TZVPD

For the total energy, the calculation gives -35616.2893 eV. The value obtained for the HOMO energy is -0.565 Eh. The value obtained for the molecular weight is 472.8 u. Its net charge is +2. Its LUMO energy is -0.287 Eh.

```
47
C23H18N4OPd, DFT ωB97M-V/def2-TZVPD
Pd 0.006 0.401 0.711
O -1.289 3.184 -1.792
C -1.190 2.248 -1.048
N 0.015 1.673 -0.687
C 1.281 2.195 -1.177
C 2.384 1.506 -0.434
C 3.724 1.744 -0.689
C 4.683 0.999 -0.027
C 4.287 0.012 0.869
C 2.945 -0.176 1.092
N 2.017 0.571 0.471
C -2.347 1.558 -0.381
C -3.653 1.858 -0.687
C -4.659 1.096 -0.101
C -4.315 0.058 0.750
C -2.979 -0.181 1.021
N -2.023 0.575 0.479
H 1.311 3.277 -1.022
H 1.393 2.024 -2.251
H 4.003 2.499 -1.411
H 5.733 1.174 -0.218
H 5.009 -0.603 1.387
H 2.581 -0.926 1.781
H -3.857 2.662 -1.382
H -5.698 1.303 -0.319
H -5.069 -0.568 1.206
H -2.665 -0.976 1.683
C -0.003 -0.007 4.959
C -0.006 -1.380 5.165
C -0.006 -2.243 4.079
C -0.003 -1.708 2.804
N 0.000 -0.371 2.620
C 0.000 0.467 3.663
C -0.004 -2.415 1.525
C -0.008 -3.790 1.306
C -0.010 -4.282 0.008
C -0.010 -3.422 -1.081
C -0.006 -2.035 -0.898
C -0.003 -1.603 0.400
H -0.004 0.688 5.787
H -0.008 -1.778 6.171
H -0.009 -3.315 4.218
H 0.001 1.527 3.441
H -0.009 -4.472 2.147
H -0.013 -5.351 -0.156
H -0.013 -3.817 -2.088
H -0.006 -1.362 -1.744
```

Quick look at the Löwdin charges, all values in e: Pd 1.276; O 0.160; C -0.448; N -0.114; C -0.111; C -0.215; C 0.024; C 0.007; C -0.009; C -0.080; N -0.014; C -0.161; C 0.054; C 0.018; C 0.000; C -0.069; N -0.008; H 0.153; H 0.153; H 0.140; H 0.134; H 0.128; H 0.118; H 0.144; H 0.135; H 0.129; H 0.122; C -0.007; C 0.007; C 0.040; C -0.220; N -0.037; C -0.073; C -0.184; C 0.017; C -0.027; C -0.026; C -0.049; C -0.133; H 0.129; H 0.134; H 0.131; H 0.128; H 0.129; H 0.127; H 0.128; H 0.119

=====

Entry 4:
C23H18N5O3PtS2 | ωB97M-V/def2-TZVPD

For the total energy, the calculation gives -62655.6145 eV. The value obtained for the HOMO energy is -0.130 Eh. The value obtained for the molecular weight is 671.6 u. Its net charge is -1. Its LUMO energy is 0.089 Eh.

```
52
C23H18N5O3PtS2, DFT ωB97M-V/def2-TZVPD
Pt 0.035 0.231 0.135
N 2.724 2.468 2.956
C 1.729 1.822 2.248
S 1.037 2.661 0.909
N 1.394 0.665 2.769
N 0.510 -0.099 2.064
C 0.097 -1.145 2.664
C -1.052 -1.942 2.271
C -1.320 -3.110 2.990
C -2.457 -3.865 2.781
C -3.382 -3.431 1.830
C -3.156 -2.275 1.113
C -1.988 -1.505 1.296
O -1.851 -0.405 0.601
H 3.169 3.189 2.415
H 3.363 1.829 3.408
H 0.609 -1.381 3.593
H -0.602 -3.419 3.745
H -2.636 -4.766 3.355
H -4.285 -4.005 1.652
H -3.870 -1.920 0.378
O 3.252 -0.635 0.949
S 3.358 -0.395 -0.460
O 4.479 0.382 -0.933
N 1.927 0.114 -0.998
C 1.784 0.663 -2.265
C 2.762 0.938 -3.219
C 2.432 1.469 -4.478
C 1.145 1.754 -4.839
C 0.114 1.500 -3.914
C -1.243 1.779 -4.179
C -2.190 1.478 -3.252
C -1.802 0.906 -2.031
N -0.548 0.669 -1.746
C 0.433 0.950 -2.651
C 3.518 -2.025 -1.188
C 4.107 -2.214 -2.433
C 4.259 -3.501 -2.933
C 3.832 -4.592 -2.189
C 3.244 -4.398 -0.946
C 3.085 -3.116 -0.442
H 3.797 0.799 -2.969
H 3.234 1.666 -5.181
H 0.909 2.175 -5.809
H -1.514 2.243 -5.121
H -3.237 1.678 -3.433
H -2.511 0.632 -1.261
H 4.458 -1.363 -2.999
H 4.726 -3.650 -3.900
H 3.962 -5.595 -2.579
H 2.917 -5.252 -0.362
H 2.635 -2.937 0.527
```

Quick look at the Löwdin charges, all values in e: Pt 1.062; N 0.033; C -0.944; S 0.468; N -0.032; N -0.203; C -0.096; C -0.155; C -0.070; C -0.129; C -0.115; C -0.031; C -0.366; O -0.252; H 0.050; H 0.078; H 0.125; H 0.105; H 0.085; H 0.092; H 0.105; O -0.316; S 0.575; O -0.311; N -0.242; C -0.250; C -0.028; C -0.084; C -0.070; C -0.160; C -0.021; C -0.049; C -0.105; N -0.071; C -0.140; C -0.249; C -0.060; C -0.091; C -0.102; C -0.083; C -0.055; H 0.079; H 0.101; H 0.102; H 0.114; H 0.102; H 0.104; H 0.097; H 0.098; H 0.095; H 0.100; H 0.109